#i
The following is a DFT calculation (wB97M-V/def2-TZVPD) of a cluster of 2 separate species, C4H12NO in total.

Element x y z (Å)
C1 0.05 1.97 0.75
O1 0.80 1.13 -0.02
C2 -0.69 1.24 1.84
H1 -0.72 2.53 0.15
H2 0.62 2.81 1.24
H3 -1.35 1.98 2.31
H4 0.04 0.81 2.55
H5 -1.35 0.47 1.39
C3 -0.24 -0.90 -1.91
C4 -0.01 -1.71 -0.65
N1 1.28 -1.61 -0.03
H6 0.28 -1.23 -2.81
H7 -1.34 -0.86 -2.12
H8 0.07 0.13 -1.64
H9 -0.75 -1.33 0.13
H10 -0.25 -2.76 -0.78
H11 1.47 -0.60 0.11
H12 2.06 -2.06 -0.51

Calculated values
* net charge: -1
* HOMO energy: -2.74 eV
* Kohn-Sham gap: 0.265 hartree
* lowest unoccupied orbital energy: 4.46 eV

---

#ii
The following is a DFT calculation (wB97M-V/def2-TZVPD) of a cluster of 2 separate species, C4H12NO in total.

Element x y z (Å)
N1 1.08 1.65 -1.64
C1 -0.20 1.96 -0.86
O1 -0.06 1.77 0.45
H1 1.26 2.44 -2.25
H2 1.80 1.67 -0.93
H3 -0.49 2.99 -1.18
H4 -0.95 1.24 -1.29
C2 0.33 -1.13 1.81
C3 -0.84 -1.12 0.83
C4 -0.36 -1.50 -0.57
H5 0.83 -2.11 1.92
H6 -0.08 -0.92 2.81
H7 1.07 -0.36 1.60
H8 -1.13 -0.05 0.85
H9 -1.64 -1.76 1.21
H10 -1.16 -1.62 -1.30
H11 0.32 -0.71 -0.88
H12 0.22 -2.43 -0.57

Calculated values
* net charge: -1
* HOMO energy: -2.57 eV
* Kohn-Sham gap: 0.256 hartree
* lowest unoccupied orbital energy: 4.40 eV

---

Least stable of them? #i.

---

#i
The following is a DFT calculation (wB97M-V/def2-TZVPD) of the molecule C8H9NS2.

Element x y z (Å)
C1 4.16 0.50 -0.02
C2 3.05 1.37 -0.16
C3 3.87 -0.73 0.45
C4 1.81 0.79 0.15
C5 0.27 2.49 -0.54
C6 0.47 1.28 0.06
C7 -2.98 -0.91 -0.59
C8 -3.04 -0.30 0.72
N1 -0.56 0.44 0.33
S1 2.10 -0.84 0.70
S2 -1.93 1.17 0.71
H1 5.17 0.75 -0.09
H2 3.09 2.44 -0.31
H3 4.49 -1.62 0.61
H4 1.09 3.30 -0.52
H5 -3.43 -0.38 -1.45
H6 -1.86 -1.09 -0.58
H7 -3.39 -1.98 -0.58
H8 -2.80 -0.89 1.63
H9 -4.00 0.18 0.82

Calculated values
* HOMO energy (spin up / spin down): -8.01 / -8.15 eV
* Kohn-Sham gap (spin up / spin down): 0.260 / 0.259 hartree
* lowest unoccupied orbital energy (spin up / spin down): -0.93 / -1.10 eV

---

#ii
The following is a DFT calculation (wB97M-V/def2-TZVPD) of the molecule C8H9NS2.

Element x y z (Å)
S1 2.66 1.32 -1.70
C1 2.31 0.93 -0.18
C2 1.11 0.42 0.50
C3 1.05 0.59 1.89
C4 -0.04 0.11 2.58
C5 -0.90 -0.76 1.96
C6 -0.91 -0.95 0.60
C7 0.06 -0.31 -0.18
C8 -0.06 -0.43 -1.74
N1 -1.09 0.56 -2.27
S2 -2.69 0.12 -1.85
H1 3.06 1.28 0.48
H2 1.85 0.98 2.51
H3 0.06 0.20 3.71
H4 -1.59 -1.44 2.48
H5 -1.68 -1.54 0.10
H6 0.98 -0.21 -2.33
H7 -0.41 -1.53 -1.95
H8 -0.98 1.54 -1.96
H9 -2.76 -0.89 -2.65

Calculated values
* HOMO energy: -8.36 eV
* Kohn-Sham gap: 0.278 hartree
* SMILES string: S=Cc1ccccc1CNS
* lowest unoccupied orbital energy: -0.79 eV

---

Least stable of them? #i.

---

#i
The following is a DFT calculation (wB97M-V/def2-TZVPD) of the molecule C12H16O3.

Element x y z (Å)
C1 -4.69 0.76 2.79
C2 -3.90 2.10 2.64
C3 -2.69 1.78 1.79
C4 -1.57 0.89 2.53
C5 -0.17 0.92 1.77
C6 -0.24 -0.16 0.55
O1 -1.22 -0.81 0.37
C7 0.81 -0.20 -0.46
C8 2.07 0.37 -0.17
C9 3.14 0.25 -0.86
C10 2.97 -0.69 -2.21
O2 4.20 -0.57 -2.73
C11 1.84 -1.16 -2.57
C12 0.80 -0.84 -1.51
O3 -0.45 -1.74 -1.93
H1 -5.51 1.00 3.22
H2 -4.17 0.05 3.42
H3 -4.95 0.34 1.66
H4 -4.25 2.94 2.13
H5 -3.66 2.38 3.45
H6 -2.91 1.42 0.56
H7 -2.08 2.74 1.61
H8 -2.05 -0.26 2.57
H9 -1.29 1.06 3.54
H10 0.19 1.73 1.40
H11 0.59 0.00 2.38
H12 2.19 0.77 0.87
H13 3.93 0.68 -0.70
H14 4.00 -1.21 -3.59
H15 1.83 -1.83 -3.25
H16 -1.08 -1.39 -1.29

Calculated values
* HOMO energy: -9.10 eV
* Kohn-Sham gap: 0.355 hartree
* SMILES string: CCCCCC(=O)c1ccc(O)cc1O
* lowest unoccupied orbital energy: 0.55 eV

---

#ii
The following is a DFT calculation (wB97M-V/def2-TZVPD) of the molecule C12H16O3.

Element x y z (Å)
C1 -0.51 0.24 -1.09
C2 -0.95 -0.77 -1.54
C3 1.08 0.39 1.05
C4 1.96 0.08 0.23
C5 0.78 1.89 0.24
C6 -0.14 1.50 -0.73
C7 -1.44 -2.03 -2.06
C8 -0.87 0.85 2.61
C9 -0.34 -1.49 1.92
C10 2.56 0.30 -2.05
C11 -2.18 2.70 -0.47
C12 0.24 -0.11 2.24
O1 1.42 2.83 0.60
O2 2.85 0.03 -0.68
O3 -0.97 2.51 -1.28
H1 -2.41 -2.31 -1.65
H2 -0.73 -2.83 -1.66
H3 -1.50 -1.90 -3.24
H4 -0.71 1.81 3.26
H5 -1.56 0.39 3.31
H6 -1.47 1.13 1.70
H7 -1.11 -1.88 2.61
H8 0.56 -2.15 1.77
H9 -0.97 -1.35 0.95
H10 1.91 1.16 -2.24
H11 1.78 -0.35 -2.54
H12 3.64 0.25 -2.52
H13 -2.22 1.84 0.21
H14 -3.05 2.72 -1.08
H15 -2.11 3.67 0.12
H16 0.94 -0.10 3.18

Calculated values
* HOMO energy (spin up / spin down): -7.28 / -7.28 eV
* Kohn-Sham gap (spin up / spin down): 0.276 / 0.277 hartree
* lowest unoccupied orbital energy (spin up / spin down): 0.24 / 0.24 eV

---

Least stable of them? #i.

---

#i
The following is a DFT calculation (wB97M-V/def2-TZVPD) of a cluster of 2 separate species, C3HBrNO2S in total.

Element x y z (Å)
C1 0.71 -0.33 1.03
C2 0.23 1.02 0.47
C3 0.30 -1.97 -1.94
N1 -0.80 0.84 -0.29
O1 0.69 2.08 0.89
O2 -0.81 -2.05 -2.10
S1 -0.21 -1.70 1.21
Br1 -1.63 2.34 -0.94
H1 1.53 -0.21 1.67

Calculated values
* net charge: -1
* HOMO energy: -4.10 eV
* Kohn-Sham gap: 0.260 hartree
* lowest unoccupied orbital energy: 2.97 eV

---

#ii
The following is a DFT calculation (wB97M-V/def2-TZVPD) of the ion C3HBrNO2S with charge -1.

Element x y z (Å)
C1 0.81 -1.11 0.39
C2 0.97 0.01 -0.59
C3 -1.75 0.23 0.82
N1 0.05 0.92 -0.45
O1 1.89 0.05 -1.43
O2 -2.12 1.18 1.38
S1 -0.45 -1.08 1.48
Br1 -0.57 1.98 -1.68
H1 1.15 -2.20 0.09

Calculated values
* net charge: -1
* HOMO energy (spin up / spin down): -3.93 / -3.94 eV
* Kohn-Sham gap (spin up / spin down): 0.259 / 0.259 hartree
* lowest unoccupied orbital energy (spin up / spin down): 3.10 / 3.12 eV

---

Least stable of them? #ii.

---

#i
The following is a DFT calculation (wB97M-V/def2-TZVPD) of a cluster of 9 separate species, C8H32F2N17O12S2 in total.

Element x y z (Å)
N1 -19.21 -19.50 -4.92
S1 -20.13 -20.50 -4.20
O1 -21.40 -20.82 -4.87
O2 -20.13 -20.51 -2.75
F1 -19.27 -21.76 -4.57
S2 -20.26 -18.17 -4.58
O3 -19.88 -17.56 -3.32
O4 -21.65 -18.09 -4.95
F2 -19.51 -17.18 -5.60
C1 -25.06 -17.58 -3.86
O5 -25.17 -16.47 -4.38
N2 -25.91 -17.94 -2.88
N3 -24.18 -18.55 -4.14
H1 -26.74 -17.40 -2.73
H2 -25.77 -18.85 -2.47
H3 -24.22 -19.46 -3.73
H4 -23.36 -18.24 -4.65
C2 -22.46 -16.24 -1.09
O6 -21.53 -15.52 -1.44
N4 -23.55 -15.70 -0.51
N5 -22.39 -17.57 -1.01
H5 -23.59 -14.70 -0.42
H6 -24.31 -16.31 -0.27
H7 -23.10 -18.16 -0.62
H8 -21.54 -17.98 -1.37
C3 -16.84 -20.45 -7.27
O7 -16.01 -20.94 -8.01
N6 -16.94 -20.61 -5.93
N7 -17.70 -19.47 -7.68
H9 -16.43 -21.31 -5.42
H10 -17.81 -20.19 -5.60
H11 -17.89 -19.33 -8.66
H12 -18.43 -19.17 -7.06
C4 -19.99 -14.61 -8.49
O8 -18.95 -15.13 -8.83
N8 -20.29 -14.27 -7.20
N9 -21.04 -14.14 -9.23
H13 -21.15 -13.83 -6.93
H14 -19.47 -14.45 -6.63
H15 -21.24 -14.46 -10.16
H16 -21.76 -13.59 -8.80
C5 -22.11 -13.61 -4.46
O9 -22.27 -12.82 -5.37
N10 -22.00 -14.97 -4.53
N11 -22.23 -13.28 -3.12
H17 -22.49 -15.35 -3.73
H18 -22.17 -15.42 -5.42
H19 -22.27 -12.28 -2.98
H20 -21.70 -13.73 -2.39
C6 -17.96 -14.10 -2.94
O10 -16.84 -13.61 -3.06
N12 -18.49 -14.92 -3.84
N13 -18.76 -13.83 -1.92
H21 -17.89 -15.14 -4.62
H22 -19.48 -15.06 -3.93
H23 -18.52 -12.94 -1.51
H24 -19.57 -14.37 -1.66
C7 -23.25 -21.65 -7.75
O11 -23.94 -22.16 -8.65
N14 -23.82 -21.05 -6.72
N15 -21.90 -21.70 -7.64
H25 -24.77 -20.72 -6.72
H26 -23.17 -20.64 -6.06
H27 -21.51 -21.45 -6.74
H28 -21.39 -22.25 -8.31
C8 -16.36 -18.49 -2.74
O12 -15.43 -18.47 -1.95
N16 -17.24 -19.47 -2.98
N17 -16.55 -17.51 -3.65
H29 -18.03 -19.47 -3.64
H30 -17.12 -20.40 -2.62
H31 -17.31 -17.56 -4.31
H32 -16.12 -16.60 -3.55

Calculated values
* net charge: -1
* HOMO energy: -7.16 eV
* Kohn-Sham gap: 0.320 hartree
* lowest unoccupied orbital energy: 1.56 eV

---

#ii
The following is a DFT calculation (wB97M-V/def2-TZVPD) of a cluster of 9 separate species, C8H32F2N17O12S2 in total.

Element x y z (Å)
N1 0.84 0.76 1.14
S1 2.02 0.04 0.42
O1 3.18 0.74 -0.25
O2 1.51 -1.24 -0.15
F1 2.78 -0.41 1.73
S2 0.42 1.56 -0.24
O3 0.09 0.80 -1.44
O4 0.93 2.88 -0.42
F2 -1.04 1.78 0.32
C1 -4.44 -0.97 2.60
O5 -5.42 -1.68 2.95
N2 -3.23 -1.41 2.17
N3 -4.31 0.34 2.78
H1 -3.07 -2.37 2.44
H2 -2.43 -0.81 2.01
H3 -5.13 0.80 3.15
H4 -3.59 0.97 2.47
C2 0.25 2.72 5.64
O6 -0.05 3.39 6.61
N4 -0.69 2.70 4.71
N5 1.32 2.00 5.26
H5 -0.51 1.96 4.06
H6 -1.48 2.70 5.35
H7 2.18 1.90 5.78
H8 1.07 1.57 4.38
C3 -0.26 6.77 -3.32
O7 -0.69 7.30 -4.35
N6 -0.61 7.17 -2.18
N7 0.63 5.86 -3.29
H9 -1.27 7.93 -2.12
H10 -0.28 6.70 -1.35
H11 0.90 5.51 -4.20
H12 0.51 5.21 -2.53
C4 0.91 -5.86 -3.93
O8 -0.04 -5.36 -4.52
N8 1.59 -6.80 -4.51
N9 1.33 -5.76 -2.72
H13 1.40 -7.00 -5.48
H14 2.22 -7.48 -4.10
H15 2.00 -6.36 -2.27
H16 1.02 -4.86 -2.38
C5 -4.52 3.41 -4.39
O9 -4.98 3.13 -3.27
N10 -3.40 3.06 -4.88
N11 -5.15 4.19 -5.21
H17 -3.06 3.42 -5.76
H18 -2.74 2.54 -4.33
H19 -6.11 4.47 -5.02
H20 -4.72 4.43 -6.09
C6 -3.41 -1.74 -3.30
O10 -3.17 -1.53 -4.47
N12 -3.20 -2.95 -2.82
N13 -4.06 -1.02 -2.39
H21 -3.43 -3.35 -1.92
H22 -2.47 -3.42 -3.34
H23 -4.17 -0.04 -2.57
H24 -3.57 -1.23 -1.53
C7 1.04 -3.60 4.62
O11 1.12 -4.14 5.68
N14 1.54 -4.09 3.56
N15 0.36 -2.50 4.45
H25 1.32 -3.58 2.71
H26 2.18 -4.87 3.60
H27 -0.33 -2.29 5.15
H28 0.81 -1.81 3.87
C8 8.20 -1.44 1.75
O12 8.88 -1.56 0.75
N16 7.53 -0.34 1.90
N17 8.14 -2.17 2.78
H29 6.94 -0.16 2.70
H30 7.65 0.38 1.21
H31 7.44 -2.00 3.49
H32 8.81 -2.92 2.88

Calculated values
* net charge: -1
* HOMO energy: -7.47 eV
* Kohn-Sham gap: 0.335 hartree
* lowest unoccupied orbital energy: 1.65 eV

---

Least stable of them? #ii.

---

#i
The following is a DFT calculation (wB97M-V/def2-TZVPD) of the molecule C3H4I2.

Element x y z (Å)
I1 2.66 1.98 -0.08
C1 1.54 0.21 0.05
I2 3.15 -1.79 0.00
C2 0.26 0.10 0.77
C3 0.32 -0.06 -0.74
H1 -0.14 1.02 1.18
H2 0.05 -0.77 1.37
H3 0.19 -1.06 -1.13
H4 -0.06 0.72 -1.38

Calculated values
* HOMO energy: -9.24 eV
* Kohn-Sham gap: 0.294 hartree
* SMILES string: IC1(I)CC1
* lowest unoccupied orbital energy: -1.25 eV

---

#ii
The following is a DFT calculation (wB97M-V/def2-TZVPD) of the molecule C3H4I2.

Element x y z (Å)
I1 -3.36 0.79 0.08
C1 -1.47 -0.07 -0.32
C2 -0.29 0.17 0.31
C3 1.15 -0.29 0.02
I2 3.13 0.90 0.38
H1 -1.54 -0.50 -1.42
H2 -0.19 0.64 1.27
H3 1.22 -0.54 -1.07
H4 1.35 -1.10 0.74

Calculated values
* HOMO energy: -9.23 eV
* Kohn-Sham gap: 0.314 hartree
* SMILES string: I/C=C/CI
* lowest unoccupied orbital energy: -0.70 eV

---

Least stable of them? #i.